96
Properties=species:S:1:pos:R:3:forces:R:3 method="wB97M-V/def2-TZVPD" e_homo_ev=-7.1 orbital_gap_ev=7.124 de_lowest_kcal_mol=62.3
Pb -0.402560 0.918838 -1.148350 -0.003 -0.059 0.068
C -5.131040 2.000489 -1.047695 -0.055 -0.015 0.012
C -5.324500 2.906828 -2.073978 -0.012 0.017 0.014
C -4.225604 3.388001 -2.763083 -0.010 0.030 -0.026
C -2.956561 2.934178 -2.420165 -0.048 -0.046 0.085
N -2.775994 2.076315 -1.412059 -0.039 0.123 -0.260
C -3.833587 1.622714 -0.744438 0.141 0.014 0.037
C -1.749670 3.394168 -3.172683 0.108 -0.089 -0.001
C -1.884601 4.001307 -4.417063 -0.092 -0.038 -0.006
C -0.753873 4.437338 -5.071715 0.024 0.029 -0.088
C 0.480041 4.262311 -4.477741 0.061 0.068 0.027
C 0.549362 3.605900 -3.256202 -0.108 -0.047 -0.007
N -0.550810 3.174732 -2.627874 -0.012 0.238 -0.083
C 1.868222 3.343608 -2.597893 -0.003 -0.051 0.030
C 3.075997 3.458368 -3.282945 0.004 -0.070 -0.079
C 4.255175 3.174669 -2.615924 0.011 -0.015 0.019
C 4.205111 2.780095 -1.289003 0.025 -0.001 0.018
C 2.960755 2.686785 -0.687867 -0.054 -0.024 -0.023
N 1.828183 2.969721 -1.322563 -0.116 -0.046 0.143
H -5.964803 1.590164 -0.494246 0.044 0.019 0.028
H -6.320250 3.243028 -2.334903 0.021 -0.012 0.000
H -4.361148 4.110420 -3.554465 -0.009 -0.008 0.034
H -3.621569 0.929013 0.061668 0.015 -0.059 -0.010
H -2.852178 4.097857 -4.884871 0.013 0.021 0.011
H -0.829602 4.905280 -6.044694 -0.010 0.015 0.018
H 1.369080 4.634176 -4.963676 0.024 -0.019 0.008
H 3.104393 3.724375 -4.329643 -0.014 0.016 0.007
H 5.203422 3.242768 -3.133650 -0.011 0.010 -0.004
H 5.101880 2.537966 -0.734689 -0.020 -0.010 -0.018
H 2.859450 2.355567 0.342533 0.007 0.024 -0.053
N 2.153649 -7.450088 -1.391009 -0.089 0.099 0.145
C 2.022197 -6.191551 -0.806201 0.039 -0.077 0.017
C 2.934457 -5.759835 0.160429 0.015 -0.097 -0.048
C 2.793796 -4.519970 0.757077 -0.010 0.062 0.043
C 1.728015 -3.708083 0.408198 0.084 0.205 -0.137
C 0.803353 -4.125501 -0.538273 0.055 -0.067 -0.055
C 0.948346 -5.363054 -1.142795 -0.056 0.025 0.004
S 1.545031 -2.101004 1.131260 -0.279 0.574 0.137
O 2.662833 -1.861428 2.011848 0.074 -0.137 -0.059
O 0.238918 -2.156445 1.785752 0.148 0.218 0.376
N 1.380021 -1.000835 -0.023826 0.526 -0.633 -0.435
C 2.250730 -0.978646 -1.068469 0.114 0.069 0.083
N 3.361266 -1.749395 -1.108951 -0.177 -0.040 0.164
C 4.092357 -1.719161 -2.209768 -0.026 -0.043 0.104
C 3.790327 -0.925866 -3.304219 0.046 -0.003 0.006
C 2.671123 -0.125897 -3.165653 -0.126 0.196 0.056
N 1.913899 -0.123644 -2.076808 0.046 -0.319 0.221
H 3.075084 -7.852016 -1.364230 0.029 0.008 -0.030
H 1.693730 -7.568652 -2.277194 0.019 -0.004 -0.051
H 3.767808 -6.403082 0.425301 -0.037 0.048 0.011
H 3.507384 -4.159523 1.487858 0.000 -0.022 -0.066
H -0.005708 -3.459820 -0.826444 0.046 0.000 -0.057
H 0.235682 -5.688830 -1.894096 0.028 0.025 0.024
H 4.967369 -2.365562 -2.209887 -0.025 0.037 -0.018
H 4.391887 -0.923915 -4.200700 -0.011 0.013 0.000
H 2.356671 0.547037 -3.956095 -0.022 -0.027 -0.001
F 0.022817 0.821943 -4.411553 -0.093 -0.012 0.156
C -0.855403 0.239861 -3.474540 -0.181 0.062 0.080
F -2.132631 0.592144 -3.947596 0.229 -0.035 0.068
H -0.786183 -0.840931 -3.652759 0.060 0.036 -0.029
C -1.941740 -5.072722 2.641658 0.034 0.044 -0.109
C -2.228829 -3.634644 2.366825 -0.034 -0.126 -0.004
C -2.517215 -2.700187 3.308983 -0.047 -0.067 0.041
C -2.634473 -1.357532 2.890734 -0.574 0.249 0.004
N -2.503881 -0.990621 1.628731 -0.357 0.001 -0.301
C -2.286124 -1.926698 0.678366 0.712 -0.005 0.530
S -2.018758 -1.579963 -0.942935 -0.420 -0.103 -0.248
N -2.162736 -3.233615 1.079891 -0.267 0.162 -0.120
C -2.902858 -0.286737 3.899083 -2.817 0.514 0.198
H -2.115135 -5.306906 3.687542 -0.006 0.000 0.025
H -0.896744 -5.280910 2.400137 0.015 0.007 0.007
H -2.565678 -5.717519 2.021161 -0.009 -0.012 0.016
H -2.578120 -2.965773 4.354594 -0.022 0.018 -0.052
H -1.842765 -3.877372 0.369381 -0.082 -0.045 0.007
H -3.879816 -0.455186 4.359398 -0.386 0.041 -0.316
H -2.894493 0.692985 3.426464 -0.316 -0.167 0.059
H -2.148764 -0.311821 4.688357 -2.460 0.295 -0.324
O -0.808728 -0.754176 4.346302 5.690 -1.024 0.178
C 0.227161 -0.021090 4.969648 0.547 0.053 0.103
N -0.371007 0.996179 5.790855 0.012 -0.264 0.033
C -0.949643 2.118339 5.269945 -0.406 0.316 -0.152
O -1.841152 2.713193 5.844639 0.250 -0.103 -0.019
C -0.376915 2.651210 3.983004 0.031 0.010 0.026
C 0.585303 3.646335 4.065539 0.060 0.081 0.059
C 1.050632 4.229337 2.901145 0.024 0.025 0.058
C 0.519190 3.803173 1.694527 -0.134 -0.060 -0.115
N -0.393456 2.837899 1.594713 -0.004 0.013 0.255
C -0.822192 2.266361 2.722492 0.071 0.022 -0.161
H -0.449735 -1.194445 3.557526 0.405 -0.244 -0.193
H 0.884529 0.443361 4.233821 -0.043 -0.015 -0.033
H 0.832723 -0.660724 5.613720 -0.008 -0.044 0.005
H -0.855081 0.655572 6.609611 -0.006 0.087 0.119
H 0.951316 3.965275 5.035163 -0.005 -0.004 -0.040
H 1.800901 5.009168 2.928878 -0.032 -0.017 -0.022
H 0.829947 4.250199 0.757771 0.038 -0.018 -0.025
H -1.547208 1.464827 2.605549 0.238 0.205 -0.101



122
Properties=species:S:1:pos:R:3:forces:R:3 method="wB97M-V/def2-TZVPD" e_homo_ev="0.6 / -6.6" charge=-1 multiplicity=2 orbital_gap_ev="1.379 / 8.532" de_lowest_kcal_mol=65.0
C 2.532233 -4.892507 0.890048 0.690 0.398 -0.316
C 2.765694 -5.312540 2.319986 -2.082 0.123 -0.812
C 1.403197 -5.384981 3.017431 0.973 0.000 0.181
O 1.596358 -5.527734 4.423443 -0.437 -0.140 -0.631
C 0.389495 -5.964829 4.964291 -0.191 -0.138 2.510
N 3.423788 -6.577345 2.304032 1.254 -1.100 1.389
H 1.850726 -5.526454 0.322797 -0.312 -0.247 0.339
H 3.509049 -5.058142 0.435620 0.003 0.564 -0.466
H 2.173033 -3.865901 0.818254 0.185 0.059 -0.193
H 3.424430 -4.612077 2.833342 -0.107 0.151 -0.010
H 0.901358 -6.293485 2.684465 -0.175 -0.102 -0.429
H 0.778919 -4.527593 2.765880 -0.056 0.238 0.204
H 0.504102 -6.086268 6.041424 0.494 0.472 0.358
H 0.090521 -6.994836 4.769854 -0.112 -0.034 -1.270
H -0.418512 -5.235875 4.902314 -0.136 -0.127 -0.629
H 3.446261 -6.817438 3.284821 0.603 -0.413 0.391
H 2.919840 -7.364407 1.921057 -0.562 0.334 -0.624
C 2.334427 0.875856 -2.787062 -1.210 0.047 -0.423
C 3.805472 1.286391 -2.811286 0.522 -0.162 0.256
C 4.162256 2.141746 -1.564458 -0.694 -1.730 -0.471
O 3.348516 3.299944 -1.565966 0.803 -0.188 0.034
C 3.658416 4.274089 -0.608179 0.908 1.283 0.466
N 4.532679 -0.031172 -2.802196 0.095 0.725 0.273
H 2.102101 0.236886 -1.935096 0.672 -0.287 0.143
H 1.997837 0.341975 -3.675763 0.594 -0.329 -0.211
H 1.501282 1.575112 -2.716170 0.708 1.069 0.058
H 4.235477 1.801988 -3.669978 -1.110 0.488 -0.469
H 5.234244 2.309810 -1.461023 0.124 0.540 -0.305
H 3.929892 1.391101 -0.809055 -0.283 0.490 1.021
H 3.492353 4.017781 0.438160 -1.016 -0.164 -0.084
H 3.315682 5.257919 -0.928672 -1.577 -0.323 0.173
H 4.666210 4.678721 -0.514777 1.366 -1.180 -0.684
H 4.187452 -0.521502 -3.614914 -0.391 -0.342 -0.033
H 5.480923 0.161844 -3.091465 0.504 0.039 0.294
C -2.623803 3.483161 2.008155 -1.659 0.970 -0.611
C -1.282282 3.391276 2.687887 -0.445 -0.159 -3.007
C -1.222257 4.222579 3.916018 -0.629 1.350 0.977
O -1.429908 5.636163 3.691635 1.511 0.227 0.969
C -0.176863 6.378300 3.553844 -0.752 -0.624 -1.668
N -0.955846 2.007817 2.911991 -0.292 -0.079 1.084
H -2.973892 4.515255 1.990353 -0.029 0.258 0.490
H -3.424995 2.893457 2.453625 0.132 -0.061 0.697
H -2.781612 3.244221 0.956444 1.166 -0.523 -0.263
H -0.535300 3.609913 1.924784 0.237 1.149 0.135
H -0.343861 4.030899 4.532280 0.426 0.093 -0.251
H -2.059644 3.947737 4.557393 -0.249 -0.238 0.060
H -0.344271 7.455367 3.551531 -0.509 -0.075 0.270
H 0.130464 6.122095 2.539939 0.684 0.174 -0.099
H 0.687772 6.166451 4.182813 -0.522 -0.515 0.591
H -0.083098 2.165788 3.395155 1.060 -1.150 0.320
H -1.596531 1.739590 3.645255 -0.199 -0.746 0.474
C -3.893560 -1.650572 2.812838 0.226 0.722 0.312
C -2.812310 -2.631947 2.456249 0.474 -1.677 0.584
C -1.974655 -3.180190 3.671591 -1.408 -0.026 0.080
O -1.348359 -2.228880 4.428669 0.804 2.250 1.055
C -0.569902 -1.242095 3.789311 0.985 0.232 0.168
N -3.444371 -3.692377 1.737956 -0.410 -1.347 -1.452
H -3.349745 -0.745098 3.082063 -0.748 0.491 0.134
H -4.587014 -1.950506 3.598493 0.564 -0.289 0.631
H -4.607077 -1.539103 1.996396 0.633 0.462 -0.464
H -2.078546 -2.222962 1.761684 -0.228 0.446 -0.067
H -1.292475 -4.001373 3.451632 0.064 -0.026 -0.935
H -2.621812 -3.561571 4.461424 -0.796 -0.673 -0.462
H -0.945606 -0.897614 2.825837 0.113 -0.380 -0.054
H 0.470370 -1.565703 3.754217 0.154 -0.418 -0.781
H -0.432215 -0.344537 4.392246 -0.797 -0.044 0.522
H -2.918756 -4.138610 0.999916 0.120 -0.008 0.367
H -4.056096 -4.354163 2.193963 0.256 0.247 0.352
C -1.524830 8.163974 -2.005539 0.525 -0.427 -0.600
C -1.366929 6.943316 -1.008872 -2.323 1.138 -1.721
C -0.426662 5.915275 -1.512961 2.307 -0.476 0.180
O -0.800286 5.065368 -2.575323 -0.004 1.243 -0.817
C 0.192707 4.101216 -2.853506 0.041 -1.264 1.305
N -0.872252 7.482635 0.226459 0.145 0.144 0.705
H -1.799026 7.974370 -3.043318 0.261 -1.174 -0.142
H -0.537261 8.620595 -2.071111 -0.036 0.327 0.179
H -2.287664 8.928329 -1.857349 0.064 0.015 1.315
H -2.361065 6.511926 -0.891836 -0.240 -0.332 0.033
H 0.007585 5.315729 -0.712912 -0.811 -0.641 0.757
H 0.500817 6.465541 -1.671389 0.365 0.375 -1.148
H 1.238530 4.312967 -3.076011 -0.047 1.413 -0.422
H -0.123479 3.387420 -3.614183 -0.442 0.268 0.029
H 0.331207 3.587708 -1.902069 -0.028 -0.780 0.128
H -1.648107 7.954846 0.668225 -0.008 0.440 0.105
H -0.672720 6.735596 0.876244 0.217 -0.286 0.040
C -0.207488 -6.023449 -3.472853 1.047 0.188 -1.544
C -0.863961 -5.641983 -2.194613 1.610 1.168 1.967
C -1.321304 -4.193748 -1.899801 1.546 0.893 0.640
O -0.261575 -3.269396 -1.362795 -0.549 -1.036 -2.596
C 0.933572 -3.130130 -2.212794 -0.807 -0.061 0.806
N -1.940303 -6.554946 -2.003414 -1.534 -0.473 -0.445
H 0.787920 -5.649018 -3.711703 0.044 0.440 0.515
H -0.779961 -5.806838 -4.374769 -0.444 -0.132 -0.004
H -0.044965 -7.096324 -3.369764 -0.114 -0.195 -0.363
H -0.098801 -5.916863 -1.468621 0.112 0.430 0.588
H -2.050266 -4.046903 -1.102833 -0.015 -0.942 0.220
H -1.887376 -3.876962 -2.775766 0.500 0.831 -0.551
H 1.579498 -3.989247 -2.031683 0.174 0.085 -0.034
H 1.432719 -2.201521 -1.935973 -0.035 -0.217 0.398
H 0.741891 -3.041000 -3.282099 -0.542 -0.215 -0.089
H -1.947411 -7.050936 -2.883212 -0.585 -0.744 0.120
H -2.797918 -6.023264 -2.047015 -0.507 -0.039 0.316
C 1.072840 -0.181804 0.779749 -1.048 -0.488 -1.641
C -0.014668 0.652116 0.007128 2.893 -0.502 2.585
O -1.172649 0.357515 0.659940 -2.836 -0.794 -1.133
O 0.775360 -1.570852 0.520488 1.225 0.247 0.242
H 1.048147 -0.068074 1.863518 -0.192 0.601 -0.072
H 2.038039 0.165748 0.411379 0.453 -0.679 -0.046
H -0.043553 0.349460 -1.039609 -0.101 0.138 -0.013
H 0.375389 1.657034 0.168707 -0.583 0.706 -0.546
H -1.264420 0.817478 1.497557 0.514 0.827 0.581
H -0.074195 -1.625588 0.076796 -0.140 -0.031 -0.013
C -0.838705 0.574636 -4.553273 -1.265 1.870 -0.556
C -2.139750 0.881541 -5.458885 0.371 -1.734 1.098
O -1.884250 0.319761 -6.737111 1.098 0.257 -1.308
O 0.275884 1.067321 -5.275870 -0.188 -0.766 -0.185
H -0.815426 -0.479958 -4.278704 0.231 -0.191 -0.303
H -0.779949 1.174581 -3.645131 -0.773 -0.210 0.241
H -2.440175 1.927795 -5.515411 0.249 -0.029 0.216
H -2.965437 0.209311 -5.225531 -0.324 0.700 1.457
H -2.123305 0.932250 -7.436631 0.061 0.063 0.042
H 0.048333 0.766595 -6.158692 0.479 0.026 -0.704